Computed, not measured: a cluster of 8 separate species, C20H50N2O14S4 in total at a distorted geometry, with ωB97M-V/def2-TZVPD.

```
90
Properties=species:S:1:pos:R:3:forces:R:3:lowdin_charge:R:1
H 3.810 0.423 -4.494 0.085 -0.168 0.130 0.109
O 5.038 -4.536 2.687 -0.621 -0.358 0.389 -0.274
C -4.542 0.910 -1.305 0.890 -0.099 -1.003 -0.092
C 2.355 -0.698 3.916 0.415 -0.091 0.484 -0.241
H -6.414 -0.160 -1.592 0.105 -0.048 0.355 0.119
H -4.128 1.898 -1.110 -0.502 0.061 0.734 0.060
H -1.745 5.088 0.753 -0.041 -0.903 0.032 0.079
H 2.209 3.636 3.558 -0.166 -0.063 0.102 0.071
C 5.696 -1.387 -3.607 -0.570 -0.215 0.991 -0.097
H 5.747 -0.339 -3.889 0.007 -0.068 -0.229 0.057
C 1.322 -0.430 -0.521 0.345 1.431 0.216 -0.055
H 2.346 -1.287 5.901 0.026 0.213 0.319 0.081
H -1.986 -2.785 0.426 0.292 -0.030 -0.072 0.105
C -1.550 -3.072 1.391 -1.053 -0.105 -0.363 -0.317
H 2.146 0.736 -6.220 0.236 0.011 -0.073 0.084
S 4.149 -1.587 -2.663 0.838 0.591 -0.694 0.596
S -1.767 3.677 -3.413 0.718 0.081 0.338 0.600
H -0.278 1.910 -2.708 -0.213 0.071 0.118 0.031
C 2.735 -0.458 5.316 -0.330 0.117 -1.054 -0.037
H 3.818 -0.393 5.382 0.005 -0.050 0.124 0.088
H -2.010 6.077 -0.536 0.277 -0.162 -0.645 0.083
O 2.932 -4.863 3.911 1.156 -0.038 0.358 -0.260
O -1.906 4.356 -4.664 0.044 -0.117 0.390 -0.269
H 2.282 0.507 5.542 0.065 -0.158 0.570 0.085
H 1.331 -4.519 6.003 -0.012 0.078 -0.112 0.072
O -7.219 3.456 0.873 -0.327 0.092 -0.569 -0.275
H 5.755 -2.087 -4.433 -0.186 0.051 -0.069 0.074
H -6.295 1.356 -2.408 -0.265 0.416 0.409 0.113
H 1.633 -6.263 5.942 -0.120 0.153 0.303 0.081
O 4.092 -0.470 -1.751 -0.166 -0.516 -0.594 -0.293
H 2.076 3.025 0.597 -0.341 0.400 -0.176 0.096
O -6.674 1.417 -0.309 -0.684 1.270 -0.176 -0.266
H 3.636 -3.326 0.984 -0.137 0.258 0.093 0.057
H 2.583 2.069 2.840 0.064 0.024 -0.086 0.052
N 2.064 -0.867 2.823 -0.072 0.016 -0.434 0.177
O 3.443 -6.385 2.066 0.539 0.306 0.209 -0.291
O -6.927 3.547 -1.636 -0.157 -0.213 0.919 -0.287
S -7.379 2.892 -0.432 0.508 -1.438 -0.471 0.614
C -0.091 -0.064 -0.629 0.142 -1.292 0.333 -0.261
C 1.618 -5.396 4.021 -1.841 0.794 -0.892 -0.290
H 1.750 0.483 -0.087 0.470 0.035 -0.578 0.081
H 0.972 -4.714 3.443 0.025 -0.070 0.062 0.100
H -1.330 1.509 -4.086 0.097 -0.086 0.011 0.074
C -0.796 4.323 -1.082 0.047 0.935 1.365 -0.265
C 2.402 3.686 1.408 0.153 -1.586 -0.077 -0.338
H 6.496 -1.584 -2.895 -0.034 -0.043 0.027 0.073
H 2.198 5.560 1.872 -0.006 -0.023 0.007 0.089
C -0.682 2.269 -3.651 -0.309 0.149 -0.088 -0.118
C 2.320 -0.267 -5.824 -0.164 0.133 0.001 -0.060
C 1.116 -5.433 5.452 1.054 -0.579 0.084 -0.059
H 3.052 -0.784 -6.443 -0.156 -0.025 -0.149 0.083
O 3.988 -2.920 -2.179 -0.024 0.315 -0.248 -0.261
H -0.682 -2.083 3.089 0.266 -0.081 -0.106 0.068
H -9.653 3.200 -1.031 0.134 -0.033 -0.308 0.070
H 1.740 -1.159 0.170 -1.086 -0.532 0.053 0.060
C 2.822 -3.894 1.433 0.491 0.329 0.035 -0.111
H 3.490 3.657 1.271 0.073 0.505 0.340 0.111
C -6.034 0.857 -1.469 0.304 -0.061 -0.651 -0.281
H -0.971 -4.948 1.570 -0.124 -0.038 0.001 0.077
O -2.914 3.229 -2.678 0.368 0.204 -0.259 -0.282
O -0.627 -4.138 1.193 0.450 0.187 0.048 -0.081
N -1.195 0.215 -0.775 -0.063 0.249 -0.026 0.177
O 1.829 4.951 1.225 -0.091 0.198 -0.115 -0.067
H 2.167 -3.255 2.022 0.251 0.092 0.123 0.021
H 1.707 -0.625 -1.514 0.108 0.179 -0.013 0.046
H -4.057 0.788 -2.284 -0.275 -0.609 0.041 0.074
O 3.066 -1.417 -3.847 0.201 -0.357 0.816 -0.255
H 1.501 -6.361 3.526 0.492 -0.123 0.203 0.118
H -8.985 1.573 -1.506 -0.182 0.021 -0.090 0.067
H 0.049 -5.636 5.497 -0.062 0.036 -0.209 0.079
H 0.124 2.519 -4.337 -0.098 0.213 -0.030 0.064
H 0.175 4.730 -0.798 -0.106 0.069 0.159 0.107
C -9.056 2.336 -0.741 0.217 0.693 0.739 -0.115
H 0.951 2.685 2.696 -0.080 0.234 0.073 0.075
H 2.223 -4.288 0.615 0.133 -0.765 0.318 0.071
H -0.770 3.267 -0.800 -0.166 -0.228 -0.753 0.104
S 3.710 -5.044 2.517 -1.383 -0.069 -1.045 0.611
C -0.942 -1.866 2.049 -0.182 -0.074 0.647 -0.106
H -4.146 0.146 -0.641 0.018 0.201 0.201 0.063
H 1.350 -0.758 -5.884 0.134 -0.276 0.217 0.084
H -9.475 1.974 0.196 0.173 -0.306 -0.055 0.069
O -0.867 4.641 -2.479 -0.679 -1.055 -1.053 -0.247
H -1.684 -1.068 2.106 0.019 0.050 -0.254 0.081
H 2.220 0.508 -3.808 -0.126 -0.360 0.233 0.111
H -2.904 4.596 -0.577 0.052 -0.312 0.316 0.066
H -0.067 -1.506 1.523 0.060 -0.018 0.053 0.012
C 1.999 2.982 2.709 0.357 0.282 -0.113 -0.085
C -1.930 5.003 -0.322 0.048 1.157 0.056 -0.064
C 2.865 -0.125 -4.423 0.085 0.929 -0.367 -0.285
H -2.415 -3.425 1.965 0.163 0.007 0.157 0.113
```
Forces are in eV/Å.

Output
HOMO-LUMO gap in eV: 10.58
SMILES: CCOS(C)(=O)=O.CCOS(C)(=O)=O.CCOS(C)(=O)=O.CCOS(C)(=O)=O.CC#N.CC#N.CCO.CCO
Spin multiplicity: 1
LUMO level in eV: 0.2

Computed, not measured: a structure of composition C15H28FO13PS at a distorted geometry, with ωB97M-V/def2-TZVPD.

```
59
Properties=species:S:1:pos:R:3:forces:R:3:lowdin_charge:R:1
H 2.396 1.795 -3.018 -0.034 -0.035 -0.144 0.075
O -0.398 -5.412 -3.051 0.123 -0.069 -0.065 0.167
O -4.412 -0.207 -0.053 0.399 0.312 -0.893 -0.044
H -2.729 -7.039 -0.444 0.097 -0.004 -0.042 0.156
H -4.460 -4.648 -1.176 0.102 0.092 0.102 0.092
H 3.361 -0.577 -1.165 0.093 -0.129 -0.112 0.116
H -4.809 0.609 -0.395 -0.430 -0.187 -0.169 0.089
C -1.083 -5.500 -2.087 -0.031 0.048 -0.120 -0.562
C 0.034 -0.623 -0.478 0.308 0.859 0.880 -0.179
O -2.003 0.606 -3.039 0.278 0.094 0.046 -0.186
H -1.654 -5.443 0.998 0.175 -0.029 -0.051 0.141
H 0.097 0.057 0.374 -0.100 0.149 -0.028 0.118
C 2.268 1.244 -0.911 0.710 0.038 -0.739 -0.401
H 0.885 2.299 -2.215 -0.083 0.050 -0.281 0.062
O 2.230 4.219 1.776 -0.060 -0.050 0.094 0.051
H -0.300 -0.046 -1.337 -0.125 -0.339 -0.291 0.115
C 1.176 4.767 2.576 -0.023 0.064 -0.136 -0.095
H -4.528 -5.371 0.445 0.054 -0.018 0.026 0.090
O -2.465 1.383 -0.736 -0.363 -0.802 -0.477 -0.260
H 0.141 5.727 4.913 0.009 0.021 -0.058 0.090
C 3.596 1.646 -0.257 -0.687 -0.253 -0.473 -0.078
H 4.399 1.607 -0.993 0.134 -0.053 -0.005 0.089
H 0.241 -2.414 -2.188 -0.107 -0.074 -0.023 0.082
H 1.500 1.397 -0.156 -0.111 -0.162 0.016 0.111
H 3.805 0.955 0.555 0.259 0.125 0.178 0.083
H 2.275 -0.298 -2.480 -0.325 0.126 -0.116 0.106
C -2.842 -5.994 -0.743 -0.230 0.233 0.093 -0.323
H 2.414 3.149 -1.908 -0.201 0.199 -0.060 0.073
C 1.117 5.264 5.065 0.273 -0.054 0.271 -0.023
C 1.221 -2.437 -1.715 0.029 0.125 0.232 -0.039
H 1.946 -2.414 -2.525 0.202 -0.003 0.056 0.077
C 1.396 -1.233 -0.739 -0.328 -1.277 -1.377 -0.304
C 1.924 5.279 3.788 -0.340 -0.023 0.211 -0.327
O -0.674 -5.235 -0.821 -0.073 -0.061 -0.132 0.055
O -2.232 -1.286 -0.602 -0.476 0.519 -0.715 -0.145
H 1.632 5.807 5.856 -0.016 0.026 -0.015 0.085
H -2.142 -4.060 -0.003 -0.120 -0.036 -0.034 0.126
C 2.354 -0.228 -1.399 -0.066 0.292 1.121 -0.140
H 0.472 3.968 2.823 0.016 0.011 0.095 0.141
C 3.221 3.831 2.621 0.017 0.019 0.092 -0.552
O 4.126 3.127 2.318 0.115 0.140 0.196 0.164
O -0.934 -1.617 -0.089 0.201 -0.367 -0.195 -0.084
C 1.960 2.178 -2.099 0.153 0.004 0.649 -0.059
H -4.958 -6.319 -0.983 0.005 -0.011 0.033 0.084
H 2.332 6.276 3.604 0.038 -0.023 -0.081 0.157
C -1.848 -5.113 -0.020 -0.019 0.074 0.359 -0.096
H 3.506 2.654 0.118 0.233 0.140 0.184 0.045
P -2.864 -0.004 0.114 0.494 -0.367 2.588 0.393
O -2.429 0.189 1.486 0.240 0.338 -0.215 -0.189
O -2.389 -5.864 -2.104 0.106 -0.056 0.173 0.085
H 1.815 -1.656 0.171 0.020 0.400 0.305 0.141
H 0.977 4.242 5.415 -0.096 -0.037 -0.130 0.094
H 1.325 -3.383 -1.196 -0.134 -0.142 -0.055 0.073
C -4.280 -5.556 -0.600 -0.161 -0.103 -0.328 -0.021
O 3.023 4.354 3.855 -0.019 0.045 -0.135 0.088
F -2.338 2.898 -2.471 0.113 0.349 0.028 -0.076
S -2.822 1.460 -2.277 -0.156 -0.348 -0.377 0.540
O -4.228 1.439 -2.431 -0.199 0.242 0.175 -0.209
H 0.652 5.550 2.033 0.116 -0.019 -0.129 0.138
```
Forces are in eV/Å.

Output
HOMO-LUMO gap in eV: 10.56
Spin multiplicity: 1
LUMO level in eV: 0.1

Computed, not measured: the ion C4H8N3 with charge +1 at a distorted geometry, with ωB97M-V/def2-TZVPD.

```
15
Properties=species:S:1:pos:R:3:forces:R:3:lowdin_charge:R:1
H -2.701 1.302 -0.088 1.129 0.402 0.144 0.120
C 0.109 -1.760 0.153 -1.013 -0.850 -1.102 -0.091
N -0.805 0.479 0.078 1.607 3.221 0.990 -0.055
N 2.375 1.156 0.053 0.061 1.708 -0.736 0.245
H 1.823 1.938 -0.251 0.154 0.572 -0.177 0.147
C -1.583 1.465 0.045 -2.658 -2.653 -0.398 0.026
N 1.284 -1.008 -0.020 1.667 2.230 -0.480 0.179
C -1.118 -0.828 -0.181 1.783 -0.603 -1.499 -0.200
H -0.119 -1.975 1.184 0.898 -0.610 0.493 0.129
H 3.241 1.323 0.517 0.564 -0.212 0.360 0.152
H -1.987 -1.182 0.223 -2.160 -1.153 1.748 0.107
H 0.297 -2.652 -0.503 -1.120 0.581 0.909 0.152
C 1.773 0.055 -0.072 -1.746 -3.557 1.372 -0.087
H -1.239 2.441 0.061 0.766 1.827 0.367 0.053
H -1.350 -0.753 -1.200 0.068 -0.904 -1.991 0.124
```
Forces are in eV/Å.

Output
HOMO-LUMO gap in eV: 10.28
SMILES: C=NCCN=C=[NH2+]
Spin multiplicity: 1
Charge: +1
LUMO level in eV: -3.7

Computed, not measured: an isolated molecule of C4H4O, with ωB97M-V/def2-TZVPD.

```
9
Properties=species:S:1:pos:R:3:forces:R:3:lowdin_charge:R:1
H 1.723 -0.144 -1.501 -0.218 0.213 -0.242 0.119
O -0.178 -0.855 -1.066 0.033 0.052 -0.108 -0.014
H -0.757 0.405 1.865 -0.896 0.367 -0.032 0.099
H -1.952 -1.260 -0.106 0.225 0.027 0.242 0.120
H 1.244 1.551 0.640 0.237 -0.298 -0.059 0.103
C 0.866 -0.012 -0.861 0.127 0.188 -0.032 -0.133
C 0.655 0.738 0.243 0.239 -0.181 0.018 -0.085
C -1.045 -0.676 -0.037 0.056 -0.013 0.179 -0.125
C -0.555 0.254 0.823 0.198 -0.355 0.034 -0.085
```
Forces are in eV/Å.

Output
HOMO-LUMO gap in eV: 10.00
SMILES: c1ccoc1
Spin multiplicity: 1
LUMO level in eV: 1.2